[1]
Computed, not measured: an isolated ion of composition CH3O4S and charge -1, with wB97M-V/def2-TZVPD.

Structure (XYZ):
```
9
Properties=species:S:1:pos:R:3:forces:R:3
S -1.93446 0.27383 -0.22341 -0.75 -0.35 -1.23
O 0.58984 -1.18512 -0.20111 -2.11 -0.51 -0.66
O -2.40895 -0.46966 0.93413 0.26 -0.55 0.49
O -0.55914 -0.64856 -1.00447 0.64 -0.77 0.86
O -1.37077 1.56335 0.14056 0.65 0.77 0.37
C 1.32985 -0.05040 0.10828 -0.03 0.31 -2.31
H 0.72341 0.55038 0.81035 1.16 0.03 0.15
H 1.31020 0.49659 -0.93562 0.90 -0.29 2.13
H 2.32002 -0.53040 0.37130 -0.74 1.34 0.20
```
Positions in Å, forces in eV/Å.

Results
Energy   -20108.771 eV
Total charge   -1
Strongest force on any atom   2.33 eV/Å

[2]
Computed, not measured: a 2-piece molecular cluster, C6H14NOPS overall, with wB97M-V/def2-TZVPD.

Structure (XYZ):
```
24
Properties=species:S:1:pos:R:3:forces:R:3
S -0.35168 -2.95911 3.69537 0.31 0.22 -0.60
P -1.84601 -0.08147 1.50195 0.61 -0.64 -1.40
O -3.24060 -0.31534 0.74748 -0.29 -0.32 -0.49
N -1.94255 1.26453 2.25381 -0.09 0.64 0.58
C 1.74228 0.73764 -1.59414 0.13 -1.53 3.82
C 0.37726 0.68082 -2.18166 0.38 -0.36 -0.63
C -0.54925 -0.19449 0.03772 -2.84 -2.49 -0.61
C 1.89771 -0.32334 -0.38832 1.33 0.80 -0.15
C 0.74816 -0.09106 0.63290 3.60 -0.41 0.92
C -0.81909 0.59921 -1.24154 1.36 -0.58 1.08
H 1.95256 1.67767 -1.13367 0.05 0.99 0.25
H 0.83385 -0.86472 1.43970 0.09 0.95 -0.25
H 0.69510 -3.09331 2.82796 -0.46 0.06 0.37
H 2.49812 0.56532 -2.28737 1.22 -0.32 -1.45
H -4.00425 0.13662 1.13251 0.27 0.04 0.12
H -0.69103 -1.29083 -0.17963 0.04 0.74 -0.13
H 0.93734 0.91291 0.99173 -0.07 0.29 0.72
H -1.52490 0.04269 -1.77496 -1.71 -0.24 -0.67
H -1.11551 1.38804 2.81546 0.31 0.48 0.36
H -1.15602 1.55016 -0.93423 -0.59 1.31 -0.08
H 1.86907 -1.31384 -0.77247 -0.68 -1.08 -0.70
H 2.97551 -0.41295 0.08621 -2.07 1.10 -0.60
H 0.31927 1.55320 -2.80524 -0.55 0.48 -0.49
H 0.39468 -0.16835 -2.86957 -0.37 -0.13 0.05
```
Positions in Å, forces in eV/Å.

Results
Energy   -30108.070 eV
Total charge   0
Strongest force on any atom   4.12 eV/Å

What did the first record say?
Computed, not measured: an isolated ion of composition CH3O4S and charge -1, with wB97M-V/def2-TZVPD.

Structure (XYZ):
```
9
Properties=species:S:1:pos:R:3:forces:R:3
S -1.93446 0.27383 -0.22341 -0.75 -0.35 -1.23
O 0.58984 -1.18512 -0.20111 -2.11 -0.51 -0.66
O -2.40895 -0.46966 0.93413 0.26 -0.55 0.49
O -0.55914 -0.64856 -1.00447 0.64 -0.77 0.86
O -1.37077 1.56335 0.14056 0.65 0.77 0.37
C 1.32985 -0.05040 0.10828 -0.03 0.31 -2.31
H 0.72341 0.55038 0.81035 1.16 0.03 0.15
H 1.31020 0.49659 -0.93562 0.90 -0.29 2.13
H 2.32002 -0.53040 0.37130 -0.74 1.34 0.20
```
Positions in Å, forces in eV/Å.

Results
Energy   -20108.771 eV
Total charge   -1
Strongest force on any atom   2.33 eV/Å